No. 1
Here is a molecular structure, C7H12 at a distorted geometry from the Open Molecules 2025 dataset. Energies are from ωB97M-V/def2-TZVPD.

XYZ file:
```
19
Properties=species:S:1:pos:R:3:forces:R:3:nbo_charge:R:1
C -1.874972 -0.047980 0.610226 -0.068 0.080 0.102 -0.607
C -1.302010 -0.555851 -0.695536 0.149 0.314 0.231 -0.252
C -0.090518 0.025360 -1.401561 0.259 0.844 0.137 -0.251
C 0.862356 1.141240 -0.857728 0.166 -0.247 -0.140 -0.413
C 1.163914 0.848603 0.617306 1.612 -0.722 0.765 -0.451
C 1.199548 -0.639351 0.709924 -3.423 -2.734 -2.163 -0.376
C 0.026951 -1.276942 -0.690369 0.893 0.627 1.425 -0.231
H -2.336196 0.940046 0.503418 0.020 -0.093 0.028 0.203
H -2.643649 -0.742460 0.965738 0.042 0.101 -0.057 0.210
H -1.115900 0.005359 1.393291 -0.159 0.040 -0.134 0.207
H -2.102269 -0.871837 -1.383207 0.607 -0.165 0.205 0.213
H -0.148056 0.083227 -2.491262 -0.045 -0.276 0.264 0.215
H 1.771359 0.979935 -1.441938 0.081 0.293 -0.072 0.209
H 0.481286 2.149568 -1.077993 0.194 -0.260 0.273 0.215
H 2.234753 0.624444 1.119667 -1.071 3.005 -1.363 0.254
H 0.551461 1.447041 1.316341 0.198 -0.821 -0.238 0.217
H 1.114548 -0.961818 1.759181 -0.194 -0.610 -0.643 0.219
H 2.063248 -1.024454 0.187765 0.439 -0.123 0.371 0.201
H 0.146047 -2.218742 -1.279158 0.299 0.746 1.010 0.218
```
Forces are in eV/Å.

Properties
LUMO: 1.1 eV
E_tot: -273.78705 hartree
Gap between HOMO and LUMO: 10.312 eV
Multiplicity: 1
E_HOMO: -0.33792 Ha

No. 2
Here is 12 unconnected molecules or ions with the total composition C41H82O17S5 at a distorted geometry from the Open Molecules 2025 dataset. Energies are from ωB97M-V/def2-TZVPD.

XYZ file:
```
145
Properties=species:S:1:pos:R:3:forces:R:3:lowdin_charge:R:1
O 26.324370 -1.402700 -32.623610 0.275 0.294 0.154 -0.327
S 27.123340 -0.200070 -32.522410 -1.286 0.397 0.180 0.672
O 28.554010 -0.277310 -32.556690 0.510 -0.092 -0.281 -0.327
C 26.449710 1.034260 -33.741640 1.148 -1.184 0.966 -0.192
C 25.944350 2.231940 -32.927290 -0.066 -1.130 0.245 -0.187
C 25.569270 1.669770 -31.501030 -0.621 1.128 -1.302 -0.231
C 26.678270 0.757990 -31.058590 -0.261 -0.017 0.014 -0.229
H 25.707580 0.431910 -34.265590 -0.006 0.400 -0.167 0.100
H 27.369910 1.189170 -34.304970 -0.430 0.381 -0.515 0.095
H 26.743270 2.973110 -32.905160 -0.309 0.256 0.137 0.104
H 25.025100 2.579110 -33.399050 0.284 0.548 0.062 0.112
H 24.590440 1.221320 -31.671000 0.167 -0.737 0.375 0.107
H 25.353670 2.492970 -30.819870 0.323 0.071 0.106 0.084
H 26.414710 0.098050 -30.232080 0.133 -0.065 -0.115 0.098
H 27.556210 1.367040 -30.843220 0.123 -0.177 0.198 0.100
O 23.223740 3.721870 -24.393120 2.427 -0.635 -0.289 -0.348
S 24.592860 3.213170 -24.143100 -0.905 -0.450 2.383 0.761
O 25.618280 3.087520 -25.195460 -1.196 0.480 1.142 -0.373
C 25.302040 4.041960 -22.585380 -0.821 -0.161 -0.118 -0.170
C 25.563900 2.959610 -21.472860 -1.178 0.065 -1.469 -0.170
C 25.532690 1.570830 -22.178130 2.295 0.267 0.536 -0.235
C 24.444270 1.576970 -23.221190 0.093 0.478 -0.379 -0.194
H 24.490070 4.652710 -22.190680 -0.045 0.245 -0.548 0.093
H 26.106570 4.714070 -22.883870 0.229 -0.335 0.061 0.082
H 26.430270 3.259940 -20.883540 0.118 -0.622 -0.190 0.114
H 24.679180 2.943990 -20.836370 0.086 0.415 0.254 0.106
H 25.481120 0.748730 -21.464270 -0.768 0.084 0.150 0.121
H 26.556180 1.408080 -22.515870 -0.014 0.063 -0.914 0.079
H 23.513770 1.544360 -22.654440 -0.383 0.394 -0.524 0.109
H 24.438500 0.779260 -23.963980 0.217 -0.007 0.085 0.088
O 28.994560 2.174840 -22.173040 1.114 0.309 -1.771 -0.354
S 29.654740 2.020060 -23.487500 -1.605 -2.077 0.536 0.721
O 31.080080 2.103460 -23.680250 -0.064 0.589 0.472 -0.320
C 29.170940 0.346010 -24.200540 -0.072 0.549 1.243 -0.189
C 28.226520 0.615290 -25.329620 -1.464 0.706 0.051 -0.248
C 28.701860 1.914590 -25.925590 1.240 0.104 -1.288 -0.225
C 28.826380 2.935240 -24.794370 -0.286 0.200 0.466 -0.226
H 28.681510 -0.235640 -23.419360 0.447 -0.033 0.150 0.102
H 30.127180 -0.068050 -24.520300 -0.161 -0.171 0.020 0.105
H 28.099630 -0.241670 -25.991150 0.428 0.213 -0.319 0.123
H 27.210910 0.881530 -25.036780 -0.258 -0.553 0.852 0.090
H 28.098110 2.312540 -26.741200 -0.141 -0.087 0.088 0.099
H 29.657300 1.599220 -26.344840 0.481 0.920 -0.246 0.123
H 27.824330 3.220280 -24.473840 -0.088 -0.291 0.256 0.066
H 29.350270 3.883160 -24.917190 0.392 -0.300 -0.527 0.100
O 21.352370 5.518100 -31.613680 2.958 -1.205 1.314 -0.357
S 22.471090 4.812470 -30.892910 -2.626 -0.765 0.750 0.754
O 23.875990 4.859820 -31.287500 -0.857 0.317 0.029 -0.375
C 22.249100 5.072040 -29.050680 0.317 0.475 -0.865 -0.208
C 21.095520 4.165800 -28.662230 0.161 -0.519 0.582 -0.220
C 21.433580 2.791830 -29.246980 0.347 0.846 -1.961 -0.187
C 21.920280 3.036210 -30.735500 -0.439 0.373 0.833 -0.182
H 22.193710 6.134460 -28.813420 -0.381 0.035 -0.204 0.092
H 23.175560 4.719870 -28.597090 0.126 -0.137 -0.124 0.078
H 21.057330 4.047810 -27.579310 0.062 0.270 0.163 0.111
H 20.091850 4.478350 -28.950430 0.242 0.345 -0.350 0.123
H 20.546690 2.165290 -29.341750 0.276 -0.260 0.505 0.116
H 22.281750 2.319440 -28.751450 -0.411 -0.150 0.368 0.087
H 21.048680 2.973290 -31.386990 0.369 -0.164 -0.305 0.093
H 22.714260 2.315540 -30.931260 -0.055 0.335 -0.555 0.072
O 21.234040 8.430710 -27.359580 0.025 -0.528 1.170 -0.357
S 21.438310 8.231310 -25.921820 1.026 -0.418 -0.033 0.714
O 20.308070 8.116640 -25.012580 0.327 0.234 -0.715 -0.347
C 22.592220 6.818980 -25.469530 -0.497 1.176 0.197 -0.169
C 23.955350 7.531580 -25.187130 -0.175 -1.338 -0.368 -0.210
C 23.702230 8.881850 -24.562330 -1.164 0.791 0.658 -0.218
C 22.570610 9.534290 -25.313690 -1.065 0.568 -1.763 -0.230
H 22.497760 5.973930 -26.151490 0.542 0.390 -0.410 0.077
H 22.096350 6.463800 -24.566170 0.279 0.141 0.265 0.086
H 24.585350 6.923000 -24.538420 -0.143 -0.116 0.216 0.100
H 24.552090 7.621230 -26.094860 -0.320 0.160 -0.187 0.071
H 24.574750 9.534640 -24.588310 0.005 -0.224 0.152 0.112
H 23.272920 8.835390 -23.561520 0.767 -0.536 0.456 0.122
H 22.931090 10.104760 -26.169670 -0.001 -0.357 -0.331 0.086
H 21.845820 10.210940 -24.860990 0.429 -0.029 0.845 0.102
C 25.592780 11.235960 -29.153030 0.067 -0.693 0.389 -0.019
C 25.203330 10.178380 -28.119970 1.184 -0.093 0.143 -0.460
C 24.255100 9.132460 -28.668030 -0.732 -0.288 0.973 -0.017
O 25.671090 10.194230 -26.982580 -0.871 -0.268 -1.332 0.041
H 25.611890 10.835220 -30.166500 -0.363 -0.080 0.009 0.079
H 26.587060 11.645850 -28.975550 -0.312 0.303 0.403 0.076
H 24.775100 11.949530 -29.051470 0.251 0.493 -0.318 0.093
H 23.489140 9.558460 -29.316050 0.342 0.107 -0.350 0.097
H 23.674220 8.626270 -27.897020 0.232 0.153 0.243 0.041
H 24.784310 8.315500 -29.158540 0.262 0.257 -0.333 0.081
C 27.211740 6.103420 -26.614680 -0.352 -0.716 0.318 -0.019
C 26.399210 5.608770 -27.785320 -1.365 2.440 -1.861 -0.459
C 27.018820 4.954020 -28.969190 0.469 -0.278 0.407 0.002
O 25.226760 5.949480 -27.897320 0.473 -0.481 0.982 0.049
H 27.150500 5.286600 -25.895540 -0.217 0.052 0.469 0.062
H 26.705590 6.991370 -26.235930 0.094 -0.167 0.176 0.082
H 28.283090 6.283710 -26.703010 -0.093 -0.021 -0.734 0.079
H 27.891680 5.536950 -29.263140 0.486 -0.438 0.215 0.080
H 26.386860 4.902110 -29.855770 -0.436 -0.129 0.434 0.075
H 27.233850 3.971490 -28.549080 0.744 -0.435 -0.707 0.079
C 31.417960 9.057050 -29.701090 2.983 -0.175 -0.594 -0.038
C 30.157850 8.438140 -30.120200 -1.940 1.807 2.901 -0.497
C 28.949130 8.842090 -29.184780 -0.102 -0.957 -1.136 -0.002
O 30.053860 7.717180 -31.052190 -0.279 -1.223 -1.286 0.096
H 32.195840 8.630180 -30.334170 0.050 0.087 -0.474 0.082
H 31.846140 8.787790 -28.735550 -0.893 0.098 0.529 0.090
H 31.528070 10.133700 -29.830720 -0.603 0.056 0.142 0.095
H 28.967270 8.278060 -28.252230 0.482 0.173 0.222 0.063
H 28.016800 8.512610 -29.643370 -0.046 0.154 -0.301 0.065
H 28.881430 9.911190 -28.983470 0.280 -0.085 0.047 0.076
C 30.245150 4.217650 -31.419720 -1.649 -0.931 -0.736 -0.022
C 31.578960 4.016390 -32.008900 1.591 0.336 -1.764 -0.530
C 32.742020 4.280680 -31.162410 0.495 0.266 0.866 -0.029
O 31.802490 3.676480 -33.163000 -1.213 0.046 0.658 0.069
H 30.085030 3.663820 -30.494660 0.304 0.106 0.190 0.084
H 29.612040 3.744230 -32.170140 -0.559 0.161 0.107 0.081
H 29.915890 5.248730 -31.291020 0.424 0.108 -0.034 0.066
H 33.654800 4.286310 -31.758150 -0.081 -0.122 0.252 0.092
H 32.718720 3.485420 -30.417350 0.478 0.003 0.274 0.093
H 32.597410 5.228650 -30.644220 0.157 0.054 0.165 0.082
C 24.966240 1.479330 -27.558980 -0.324 0.188 0.017 -0.021
C 24.423920 0.133860 -27.901920 -0.417 -1.932 -2.267 -0.434
C 24.914640 -1.044930 -27.046920 -1.315 -1.025 -0.085 -0.021
O 23.702650 -0.105890 -28.898230 1.695 1.110 2.630 0.038
H 25.922120 1.450530 -27.035940 0.083 -0.263 -0.302 0.056
H 24.316850 1.928800 -26.807740 -0.267 0.169 -0.196 0.075
H 25.004670 2.107790 -28.448730 -0.040 0.108 0.109 0.079
H 24.767680 -0.949680 -25.971080 0.478 0.604 0.093 0.067
H 25.888550 -1.474280 -27.282000 0.425 0.850 0.003 0.083
H 24.293130 -1.914160 -27.262030 -0.400 0.132 -0.336 0.078
C 23.946180 7.551730 -32.767160 0.422 0.737 -0.988 -0.033
C 25.407710 7.696550 -33.211760 -0.298 2.734 1.038 -0.434
C 26.292770 6.492410 -33.018130 0.605 -0.351 -1.010 -0.024
O 25.854260 8.843830 -33.439140 -0.647 -3.097 0.098 0.021
H 23.983450 7.367320 -31.693520 -0.265 -0.351 -0.112 0.062
H 23.388720 6.804950 -33.332530 0.228 -0.422 0.454 0.077
H 23.419890 8.488080 -32.952520 0.220 0.148 0.139 0.081
H 25.859250 5.505010 -33.176930 -0.679 0.265 0.062 0.061
H 26.693510 6.469130 -32.004740 0.091 0.319 0.023 0.076
H 27.101480 6.546560 -33.746940 0.339 0.222 0.290 0.086
C 28.788710 8.041780 -21.591230 0.042 0.313 0.699 -0.019
C 27.952030 7.759500 -22.760810 -0.744 -1.016 -1.849 -0.504
C 28.637290 7.155490 -23.988550 1.300 0.921 0.119 -0.016
O 26.758310 7.922450 -22.791050 -0.528 0.216 0.338 0.072
H 29.769920 8.403120 -21.899030 -0.045 0.075 0.321 0.088
H 28.897650 7.097270 -21.058170 0.281 -0.128 0.055 0.101
H 28.240000 8.714830 -20.932420 0.304 0.126 -0.001 0.094
H 29.706340 7.291750 -23.825230 0.249 -0.682 -0.028 0.074
H 28.493680 7.761450 -24.883130 -0.642 0.101 0.131 0.077
H 28.397640 6.123200 -24.243590 -0.115 0.111 0.447 0.054
```
Forces are in eV/Å.

Properties
Structure (SMILES): O=S1(=O)CCCC1.O=S1(=O)CCCC1.O=S1(=O)CCCC1.O=S1(=O)CCCC1.O=S1(=O)CCCC1.CC(C)=O.CC(C)=O.CC(C)=O.CC(C)=O.CC(C)=O.CC(C)=O.CC(C)=O
LUMO: -0.2 eV
E_tot: -4881.24183 hartree
Gap between HOMO and LUMO: 9.173 eV
Multiplicity: 1
E_HOMO: -0.34358 Ha

Calculated energy relative to the best compared isomer or geometry (same formula, charge and spin), 3.306, 2.295 eV (same order as the records).
Calculated M, 96.17, 1007.43 g mol⁻¹ (same order as the records).